A structure of composition C10H17Br4N2O5 at a distorted geometry. Source: OMol25; level of theory: the ωB97M-V functional and the def2-TZVPD basis.

Geometry as XYZ:
```
38
C10H17Br4N2O5 the ωB97M-V functional and the def2-TZVPD basis
Br -6.755 1.748 -1.658
Br -5.355 4.596 -1.419
Br 0.811 -3.321 1.698
Br -5.678 2.761 1.157
O 0.421 -1.532 -2.675
O 2.357 3.112 -0.457
O 3.253 1.190 -1.154
O 1.378 -2.604 -0.909
O -2.552 1.000 -0.140
N 1.341 -0.169 0.604
N 2.974 -1.029 2.098
C -5.424 2.797 -0.752
C -0.882 -0.833 -0.329
C -3.102 -0.038 0.683
C 1.743 1.267 0.811
C 1.989 -2.554 0.340
C 0.527 -0.364 -0.660
C 1.243 -1.357 -1.577
C 2.459 -1.152 0.753
C -1.658 0.161 0.539
C 2.504 1.950 -0.310
H -4.465 2.342 -0.952
H -3.503 -0.864 0.113
H 0.712 -0.385 1.383
H 4.080 0.920 -0.730
H 3.539 -1.834 2.339
H -1.133 0.599 1.391
H -1.447 -0.905 -1.251
H -3.590 0.334 1.569
H 2.861 -3.200 0.328
H 0.822 1.828 0.934
H -0.888 -1.797 0.168
H 3.270 -0.877 0.092
H 2.213 -0.982 -1.903
H 0.958 -1.755 -3.443
H 2.308 1.362 1.733
H 2.229 -0.994 2.784
H 0.444 0.576 -1.198
```

Calculated values
- total charge = +1

Here are the natural (NBO) charges for atoms 1 to 2, given in e: 0.098 0.106

---

A structure of composition C31H41Br12IN5O3 at a distorted geometry. Source: OMol25; level of theory: the ωB97M-V functional and the def2-TZVPD basis.

Geometry as XYZ:
```
93
C31H41Br12IN5O3 the ωB97M-V functional and the def2-TZVPD basis
I 3.183 -3.887 -0.932
Br 8.923 -8.938 0.826
Br 3.032 -4.301 3.289
Br 6.780 -9.577 3.146
Br 2.432 6.330 2.835
Br 10.286 0.529 4.115
Br 5.315 -6.366 2.337
Br 5.838 -9.475 0.065
Br 8.241 -1.216 2.338
Br 4.715 4.265 1.883
Br 5.525 7.234 2.838
Br 7.295 1.604 3.579
Br 6.125 -3.397 3.292
O -1.332 3.074 -1.467
O 0.936 -4.305 -2.986
O -4.740 3.576 1.865
N 0.918 3.854 -0.944
N -0.322 -1.663 3.757
N -5.823 0.895 -1.763
N -1.300 0.585 -3.288
N -0.910 -0.282 1.101
C -1.323 -2.175 -5.311
C 0.248 1.175 -0.498
C -0.101 2.734 -0.994
C -1.406 -2.208 -3.684
C 4.878 -4.874 3.507
C 7.290 -9.885 1.294
C -4.614 4.102 0.497
C -2.941 -1.472 -0.740
C -0.324 -1.526 1.100
C 4.278 5.757 3.053
C -4.131 -1.159 -1.822
C -5.848 1.739 -0.508
C -1.187 0.350 -0.279
C -1.202 -0.637 -5.836
C -3.690 6.179 -1.346
C 2.262 3.452 -1.509
C -4.955 3.826 -2.307
C -5.151 3.233 -0.787
C -1.795 -1.908 4.063
C -4.424 0.428 -2.106
C -0.163 -3.509 -0.693
C 1.093 -3.925 -1.716
C -1.225 0.565 -4.775
C 0.093 -2.341 2.459
C -3.899 5.560 0.160
C -0.190 -1.883 -0.496
C 1.019 4.497 0.421
C 8.428 0.039 3.812
C -1.365 -0.837 -2.861
C -1.436 -1.012 -1.195
C -4.231 5.276 -2.629
H -5.093 4.309 2.453
H -3.180 7.218 -1.516
H -2.098 1.037 -0.023
H -0.258 -3.481 2.449
H -3.298 -1.061 0.297
H -2.125 -2.833 3.399
H 0.063 -4.117 0.308
H -3.582 1.081 -1.618
H 0.902 0.649 -1.326
H -1.132 0.191 2.029
H -1.187 -3.964 -1.095
H -4.019 -1.693 -2.859
H -2.369 -0.934 3.699
H -5.107 1.206 0.262
H -6.934 1.818 -0.078
H 1.095 5.679 0.292
H -4.059 5.691 -3.714
H -1.102 -0.415 -6.989
H 2.008 4.164 0.959
H 4.382 5.397 4.082
H -1.973 -2.148 5.198
H -5.305 3.204 -3.257
H 3.041 4.265 -1.133
H -6.522 0.121 -1.751
H -3.494 6.177 1.071
H -1.354 -3.151 -5.956
H -1.170 1.660 -5.255
H 4.982 -5.233 4.536
H 2.207 3.563 -2.685
H 0.832 1.231 0.535
H 0.819 -1.521 -0.965
H -5.134 -1.597 -1.343
H -2.904 -2.659 -0.621
H 0.183 -2.199 4.525
H 0.059 4.317 1.087
H 8.081 -0.474 4.715
H 1.284 -2.399 2.495
H 7.500 -10.955 1.194
H -1.496 -3.240 -3.128
H -4.309 0.584 -3.284
H 2.664 2.414 -1.148
```

Calculated values
- total charge = +1

Here are the Löwdin charges for atoms 1 to 2, given in e: 0.765 0.562

---

A cluster of 3 separate species, C19H44FO6P in total at a distorted geometry. Source: OMol25; level of theory: the ωB97M-V functional and the def2-TZVPD basis.

Geometry as XYZ:
```
71
C19H44FO6P the ωB97M-V functional and the def2-TZVPD basis
P -0.063 -0.661 0.077
F 1.048 1.073 2.811
O 1.020 0.651 0.471
O -0.775 -1.928 2.021
O 0.033 -1.730 5.649
O -0.952 -0.430 -1.405
O 0.709 -2.066 -0.087
O -1.180 -0.804 1.448
C 2.016 -1.351 -3.316
C -3.766 1.642 0.681
C -3.585 3.710 -0.856
C 1.243 -0.336 7.346
C -5.095 3.935 -0.972
C -1.147 -1.911 3.444
C 1.343 -3.275 -6.472
C 3.221 -3.120 -4.762
C -5.720 3.179 -2.135
C 2.663 -2.618 -6.097
C 3.369 2.589 1.900
C -3.168 2.259 -0.585
C -3.337 2.363 1.950
C 2.337 -2.831 -3.543
C 1.396 -1.544 6.200
C 3.255 -0.512 -3.046
C 1.790 0.360 1.707
C 3.347 0.957 1.583
C 0.094 -2.516 4.387
H 2.139 -1.133 5.362
H 1.397 -3.386 -3.631
H -5.276 5.007 -1.116
H 2.972 0.531 -2.868
H -3.102 4.041 -1.785
H 1.342 -1.269 -2.454
H 2.837 -3.228 -2.650
H 1.469 -0.939 -4.171
H 0.999 -2.901 -7.441
H -4.859 1.619 0.621
H 3.946 -0.525 -3.893
H 3.379 -4.204 -4.826
H -3.436 1.633 -1.443
H -3.191 4.359 -0.067
H 1.457 -4.361 -6.547
H -5.266 3.482 -3.083
H 0.561 -3.060 -5.737
H 1.135 0.674 6.749
H -3.442 0.596 0.747
H -3.670 3.404 1.957
H 2.126 -0.351 8.117
H 2.308 3.098 1.751
H 0.194 -0.561 7.869
H -2.156 -2.506 3.672
H -2.073 2.220 -0.518
H 1.843 -2.520 6.689
H -1.375 -0.774 3.726
H -5.599 3.662 -0.040
H 3.774 2.709 3.004
H 1.853 -0.803 1.894
H -6.792 3.391 -2.188
H 4.037 0.425 2.387
H -0.235 -3.626 4.670
H -0.672 0.475 -1.776
H 3.784 -0.875 -2.159
H 4.214 -2.682 -4.609
H -2.248 2.346 2.057
H -3.771 1.872 2.827
H -5.601 2.097 -2.024
H 3.396 -2.836 -6.883
H 4.144 3.076 1.146
H 1.138 -2.459 3.861
H 2.543 -1.531 -6.082
H 3.680 0.721 0.485
```

Calculated values
- structure (SMILES) = CCOCCOO[P@@](=O)(O)O[C@H](F)CC.CCCCCC.CCCCCC

Here are the Löwdin charges for atoms 1 to 2, given in e: 0.834 -0.087

---

A structure of composition C24H16N7OS4Sn. Source: OMol25; level of theory: the ωB97M-V functional and the def2-TZVPD basis.

Geometry as XYZ:
```
53
C24H16N7OS4Sn the ωB97M-V functional and the def2-TZVPD basis
Sn 0.513 -0.566 0.521
S 1.274 3.255 -1.128
S 1.713 2.474 0.738
S -0.597 0.769 -1.334
S -0.006 2.652 -3.508
O 2.733 0.041 -0.498
N -1.724 -3.907 -2.855
N -0.646 0.719 2.524
N 3.674 0.874 -0.178
N -0.573 -2.343 -0.895
N -1.854 2.746 3.977
N -2.038 -0.785 0.765
N -9.070 -1.334 1.166
C -2.706 -1.625 -0.034
C -4.115 -0.104 1.715
C 0.175 -3.042 -1.739
C -0.558 2.480 4.101
C -6.293 -1.106 0.998
C -2.737 -0.018 1.603
C 4.434 2.887 0.822
C -8.443 -1.353 -0.007
C -1.897 -2.420 -1.003
C 5.994 1.378 -0.145
C 3.397 2.044 0.457
C -2.460 -3.202 -2.007
C -2.547 1.974 3.152
C -8.319 -1.198 2.256
C 0.289 2.082 -2.015
C -7.067 -1.249 -0.145
C -0.406 -3.835 -2.716
C -4.818 -0.987 0.908
C 4.948 0.552 -0.487
C 0.051 1.485 3.353
C 5.745 2.561 0.531
C -1.957 0.923 2.453
C -6.938 -1.076 2.226
C -4.085 -1.755 0.014
H 5.046 -0.390 -1.003
H -6.384 -0.988 3.152
H -4.594 -2.473 -0.610
H 6.553 3.221 0.813
H -3.595 2.212 3.036
H 1.251 -2.961 -1.644
H -8.844 -1.190 3.204
H 0.013 3.084 4.794
H -4.647 0.513 2.424
H -9.069 -1.454 -0.885
H -6.621 -1.249 -1.131
H -3.529 -3.255 -2.148
H 4.181 3.810 1.323
H 6.997 1.078 -0.414
H 0.204 -4.411 -3.399
H 1.118 1.308 3.419
```

Calculated values
- total charge = +1

Here are the natural (NBO) charges for atoms 1 to 2, given in e: 1.183 0.251

---

Going through the records in order, we get LUMO energy values of -3.0, -3.9, -0.1, -3.7 eV.